--- w ---
Formula: C4H6N2O2
Source: the Open Molecules 2025 dataset
Level of theory: ωB97M-V with the def2-TZVPD basis set

The geometry in XYZ format:
```
14
C4H6N2O2, DFT ωB97M-V with the def2-TZVPD basis set
C -1.60926 0.43871 1.28487
N -0.18356 -1.72317 -1.62898
C 0.93114 0.04595 0.09934
N 0.95551 1.36731 -0.20712
O 1.01394 -2.06799 -2.21504
C -0.38425 -1.01186 -0.58958
C -0.79311 -0.51566 0.53566
O 1.87932 -0.58376 0.49497
H 1.73448 -1.73569 -1.65620
H 0.18665 1.81038 -0.68051
H 1.81383 1.86180 -0.01907
H -1.14213 0.74618 2.22792
H -1.84916 1.34896 0.71889
H -2.55340 0.01885 1.63486
```

## Properties
LUMO   0.0 eV

---

--- x ---
Formula: C4H6N2O2
Source: the Open Molecules 2025 dataset
Level of theory: ωB97M-V with the def2-TZVPD basis set

The geometry in XYZ format:
```
14
C4H6N2O2, DFT ωB97M-V with the def2-TZVPD basis set
C 1.08868 -0.80040 -0.69707
C 0.24668 0.66678 0.96504
C -0.59216 1.21685 -0.18254
C -1.99106 1.12904 0.34960
H 2.38556 -2.56528 -0.88609
H 0.12329 -2.58837 -1.08582
H -0.41216 0.24595 1.86307
H 1.41741 0.91138 1.18565
H -0.20157 1.94662 -0.87587
H -1.84802 0.83297 1.73704
N 0.94050 -2.08454 -0.81340
N -0.08818 -0.09450 -0.14383
O 2.00595 -0.10536 -1.07021
O -3.07493 1.28885 -0.34556
```

## Properties
LUMO   -0.7 eV

---

Ranked by calculated energy, most stable first: w, x.

---

--- w ---
Formula: C4H9N
Source: the Open Molecules 2025 dataset
Level of theory: ωB97M-V with the def2-TZVPD basis set

The geometry in XYZ format:
```
14
C4H9N, DFT ωB97M-V with the def2-TZVPD basis set
C -0.97591 -2.21861 0.96055
N -1.02453 -1.05104 0.10627
H -1.41343 -1.14011 -0.82103
H 0.85591 0.96291 -0.74321
H -0.77557 -1.95801 1.99889
H -1.92167 -2.76422 0.98625
H -0.23211 -2.92860 0.58214
C 1.70863 1.74251 -1.55285
C -0.57479 0.18407 0.48971
C -0.67870 1.00577 1.41487
H 2.40800 1.45242 -2.32745
H 1.05627 2.43875 -2.06402
H 2.34467 2.31226 -0.88885
H -0.77678 1.96189 1.85872
```

## Properties
LUMO   0.8 eV

---

--- x ---
Formula: C4H9N
Source: the Open Molecules 2025 dataset
Level of theory: ωB97M-V with the def2-TZVPD basis set

The geometry in XYZ format:
```
14
C4H9N, DFT ωB97M-V with the def2-TZVPD basis set
C -1.69387 -0.00099 0.12292
C -0.29724 -0.04633 -0.50614
C 0.73291 1.01963 -0.04813
C 0.74169 -1.05380 -0.02245
H -1.61750 0.02325 1.21821
H -2.19377 0.91572 -0.21614
H -2.26167 -0.86427 -0.20405
H -0.39325 -0.05829 -1.58445
H 0.89885 1.91453 -0.67651
H 0.42663 1.39995 0.95790
H 2.41675 0.03902 0.69580
H 0.49227 -1.40926 0.99086
H 0.98358 -1.90176 -0.66503
N 1.76462 0.02262 -0.06278
```

## Properties
LUMO   1.2 eV

---

Ranked by calculated energy, most stable first: x, w.

---

--- w ---
Formula: C4H9N
Source: the Open Molecules 2025 dataset
Level of theory: ωB97M-V with the def2-TZVPD basis set

The geometry in XYZ format:
```
14
C4H9N, DFT ωB97M-V with the def2-TZVPD basis set
C -0.38562 0.97225 0.58782
C 0.65156 -0.00453 0.81769
C 1.85079 -0.13670 -0.06657
C -1.37984 -0.13148 0.19187
N -2.01478 -1.11582 0.55812
H -2.91159 -1.35718 0.14182
H -0.82404 1.47096 1.45229
H -0.21364 1.70006 -0.20247
H -1.16252 -0.07404 -1.84987
H 0.65166 -0.55926 1.73879
H -0.80234 -0.24475 -2.54305
H 1.82663 -1.07827 -0.62451
H 2.76016 -0.15785 0.53545
H 1.95358 0.71661 -0.73740
```

## Properties
LUMO (alpha / beta)   0.8 / 0.6 eV

---

--- x ---
Formula: C4H9N
Source: the Open Molecules 2025 dataset
Level of theory: ωB97M-V with the def2-TZVPD basis set

The geometry in XYZ format:
```
14
C4H9N, DFT ωB97M-V with the def2-TZVPD basis set
C 0.56932 -0.85620 -0.65746
C -0.15519 0.47770 -1.10964
C -0.86576 0.90697 0.23371
C 0.39679 -0.83778 0.95415
H 1.58360 -0.85866 -0.88953
H 0.04105 -1.72173 -1.05649
H -0.78315 0.23503 -1.89301
H 0.49942 1.30905 -1.41468
H -1.82564 0.43387 0.23637
H -1.08598 1.98568 0.22676
H 0.92387 1.01556 1.23641
H 1.23566 -1.26855 1.44294
H -0.52835 -1.34086 1.36704
N -0.00564 0.51993 1.32342
```

## Properties
LUMO   1.2 eV

---

--- y ---
Formula: C4H9N
Source: the Open Molecules 2025 dataset
Level of theory: ωB97M-V with the def2-TZVPD basis set

The geometry in XYZ format:
```
14
C4H9N, DFT ωB97M-V with the def2-TZVPD basis set
C -1.97986 0.09736 -0.53600
C -0.13110 0.50624 0.78689
C -0.04503 -1.02934 0.91390
N 0.91710 -0.07369 0.35214
C 2.10578 0.09735 -0.44522
H -2.84073 0.13926 0.14446
H -1.80681 1.11192 -0.91363
H -2.25918 -0.50880 -1.40905
H -0.39163 1.50432 1.10683
H -1.15563 -0.83457 0.04572
H 0.33771 -1.41930 1.86811
H 2.89493 0.51309 0.18983
H 2.42950 -0.87612 -0.81758
H 1.92495 0.77229 -1.28638
```

## Properties
LUMO   0.8 eV

---

--- z ---
Formula: C4H9N
Source: the Open Molecules 2025 dataset
Level of theory: ωB97M-V with the def2-TZVPD basis set

The geometry in XYZ format:
```
14
C4H9N, DFT ωB97M-V with the def2-TZVPD basis set
C 1.83082 -0.61531 0.01158
C 0.56641 0.14850 -0.05659
C 0.39551 1.48649 -0.03212
C -0.66841 -0.74397 0.02418
H 1.85120 -1.36755 -0.82968
H 2.70237 0.01846 -0.08726
H 1.93934 -1.11675 0.99156
H -0.58157 1.84574 -0.09948
H 1.28575 2.13843 0.13074
H -0.66992 -1.49018 -0.78814
H -0.56196 -1.42040 0.94658
H -2.63751 -0.74322 -0.36384
H -2.27396 0.30842 0.89964
N -1.97138 0.02469 -0.06892
```

## Properties
LUMO   1.0 eV

---

Ranked by calculated energy, most stable first: x, z, w, y.

---

--- w ---
Formula: C4H9N
Source: the Open Molecules 2025 dataset
Level of theory: ωB97M-V with the def2-TZVPD basis set

The geometry in XYZ format:
```
14
C4H9N, DFT ωB97M-V with the def2-TZVPD basis set
C 0.97006 1.62659 4.45044
N -0.04771 2.30168 4.07692
H 1.54512 1.72690 5.36224
H 1.01164 0.67619 3.84689
H -0.03880 2.25111 3.06023
C 0.27631 -2.31446 -3.21666
C -0.32155 -0.95071 -3.11218
C -1.01155 -0.39388 -2.10976
H 1.28423 -2.35484 -3.59274
H 0.20464 -2.78266 -2.24409
H -0.38229 -2.89637 -3.88099
H -0.38529 -0.26228 -3.95636
H -1.25953 0.67041 -2.07108
H -1.54558 -0.97762 -1.34949
```

## Properties
LUMO   1.0 eV

---

--- x ---
Formula: C4H9N
Source: the Open Molecules 2025 dataset
Level of theory: ωB97M-V with the def2-TZVPD basis set

The geometry in XYZ format:
```
14
C4H9N, DFT ωB97M-V with the def2-TZVPD basis set
N 0.04114 -1.21745 0.61139
C -1.18374 -0.55672 0.08939
C -0.76349 0.90416 -0.07785
C 0.67787 0.78060 -0.54133
C 1.18898 -0.31908 0.37993
H 0.16548 -2.09980 0.13716
H -2.00690 -0.65278 0.79318
H -1.46935 -0.99843 -0.86283
H -0.73505 1.33206 0.93189
H -1.44670 1.48752 -0.68882
H 1.24442 1.70477 -0.46309
H 0.73184 0.39764 -1.56431
H 1.53226 0.08032 1.33729
H 2.02326 -0.84281 -0.08201
```

## Properties
LUMO   1.2 eV

---

--- y ---
Formula: C4H9N
Source: the Open Molecules 2025 dataset
Level of theory: ωB97M-V with the def2-TZVPD basis set

The geometry in XYZ format:
```
14
C4H9N, DFT ωB97M-V with the def2-TZVPD basis set
C 0.36556 1.00087 2.44638
C -0.18677 1.17107 1.21114
N -0.03760 0.14342 0.28014
C 0.01254 -0.01655 -1.10793
C -0.36354 -1.39324 -1.70663
H 0.34079 1.80228 3.28651
H 1.06250 0.06610 2.44317
H -0.54124 2.15505 0.84769
H 0.33659 -0.74600 0.85457
H 1.09754 0.27125 -1.53236
H -0.66020 0.80864 -1.61930
H 0.38449 -1.96013 -2.24854
H -1.26592 -1.24235 -2.27726
H -0.54475 -2.06040 -0.87759
```

## Properties
LUMO   1.2 eV

---

Ranked by calculated energy, most stable first: x, y, w.

---

--- w ---
Formula: C4H9N
Source: the Open Molecules 2025 dataset
Level of theory: ωB97M-V with the def2-TZVPD basis set

The geometry in XYZ format:
```
14
C4H9N, DFT ωB97M-V with the def2-TZVPD basis set
C -0.26841 0.14068 -0.68385
C 1.04671 -0.48265 -0.19880
C 0.28293 -1.01907 1.03277
C -0.82680 -0.00202 0.76393
H 0.17435 2.13436 -0.79379
H -1.08554 1.67766 -1.71254
H -0.79672 -0.52525 -1.35882
H 1.56561 -1.21820 -0.82737
H 1.76166 0.31675 0.03805
H 0.82777 -0.96579 1.98767
H -0.02615 -2.06875 0.90912
H -0.63591 0.92067 1.35483
H -1.86343 -0.30895 0.90555
N -0.15606 1.40057 -1.41676
```

## Properties
LUMO   1.3 eV

---

--- x ---
Formula: C4H9N
Source: the Open Molecules 2025 dataset
Level of theory: ωB97M-V with the def2-TZVPD basis set

The geometry in XYZ format:
```
14
C4H9N, DFT ωB97M-V with the def2-TZVPD basis set
C -1.17750 1.11880 0.00980
C -0.38981 -0.09741 -0.39221
C 0.90801 -0.21075 0.31679
C 2.17086 -0.08389 -0.19447
H -0.98717 1.14638 1.17822
H -0.77600 2.00952 -0.47641
H -2.24384 1.04647 -0.28104
H -0.24277 -0.04890 -1.49569
H -0.60505 -2.14953 -0.06057
H -1.60211 -1.25422 0.81238
H 0.81362 -0.31047 1.39009
H 2.92954 0.12034 0.57545
H 2.49941 -0.01063 -1.23778
N -1.29718 -1.27572 -0.14457
```

## Properties
LUMO   1.1 eV

---

--- y ---
Formula: C4H9N
Source: the Open Molecules 2025 dataset
Level of theory: ωB97M-V with the def2-TZVPD basis set

The geometry in XYZ format:
```
14
C4H9N, DFT ωB97M-V with the def2-TZVPD basis set
C 1.81312 0.33062 0.19735
C 0.63835 -0.40343 -0.42653
N -0.58474 0.40021 -0.27991
C -1.90674 -0.25402 -0.22968
C -1.47563 0.43971 1.01503
H 2.01171 1.27019 -0.33076
H 1.59875 0.56097 1.24493
H 2.71973 -0.27905 0.14834
H 0.44506 -1.34086 0.10565
H 0.84839 -0.66053 -1.47673
H -1.80619 -1.33498 -0.37385
H -2.66703 0.17250 -0.88796
H -0.52784 1.37076 -0.53477
H -0.98420 -0.29078 1.67398
```

## Properties
LUMO   1.0 eV

---

Ranked by calculated energy, most stable first: w, x, y.

---

--- w ---
Formula: C4H9N
Source: the Open Molecules 2025 dataset
Level of theory: ωB97M-V with the def2-TZVPD basis set

The geometry in XYZ format:
```
14
C4H9N, DFT ωB97M-V with the def2-TZVPD basis set
C -0.42216 0.21324 -0.05112
C -1.66585 1.09152 0.12821
C -0.52721 -1.25097 -0.40276
C 1.98879 0.18211 0.24959
N 0.73640 0.83263 0.17598
H -1.34422 2.07534 -0.19493
H -2.35613 0.44453 -0.53017
H -1.98579 1.06703 1.19793
H 0.14682 -1.88066 0.29035
H -0.20635 -1.30441 -1.54476
H -1.62159 -1.48310 -0.29738
H 2.26063 0.00510 1.29810
H 2.84864 0.81811 -0.11057
H 2.14803 -0.81046 -0.20847
```

## Properties
LUMO   1.0 eV

---

--- x ---
Formula: C4H9N
Source: the Open Molecules 2025 dataset
Level of theory: ωB97M-V with the def2-TZVPD basis set

The geometry in XYZ format:
```
14
C4H9N, DFT ωB97M-V with the def2-TZVPD basis set
C 1.74744 -1.83619 0.69407
C 0.85409 -0.88299 0.95769
N -0.10889 -0.50522 0.01151
C -0.95133 0.69248 0.22824
C -1.08853 1.42915 -1.09928
H 2.50635 -2.31839 1.29445
H 1.74196 -2.24078 -0.31771
H 0.70188 -0.49370 1.95087
H 0.19306 -0.62660 -0.94344
H -1.91802 0.48670 0.68675
H -0.43284 1.36837 0.99091
H -0.49183 1.04078 -1.94633
H -2.09970 1.46020 -1.51256
H -0.65364 2.42618 -0.99518
```

## Properties
LUMO   1.2 eV

---

Ranked by calculated energy, most stable first: x, w.